86
Properties=species:S:1:pos:R:3:forces:R:3 method="wB97M-V/def2-TZVPD" orbital_gap_ev="6.31 / 7.38" relative_energy_kcal_mol=0.0 lumo_ev="2.127 / 2.125" charge=-1 s_squared=6.0237 spin_multiplicity=5 homo_ev="-4.19 / -5.25"
Cr -1.10300 -0.20089 -0.70675 -0.405 -0.709 -0.376
C -2.95929 1.56245 3.97493 -0.391 -0.199 -0.075
C -2.82408 0.17001 4.64962 -0.887 0.591 -0.252
C -2.01893 -0.81514 3.82664 0.123 -1.197 0.293
S -2.66880 -1.21360 2.14518 3.079 -0.609 -1.265
O -1.30828 -1.46844 1.34512 -2.320 0.525 1.129
C -3.41746 -2.88399 2.27585 -1.013 0.083 0.697
C -2.76309 -4.11407 1.62614 0.131 0.845 -0.459
C -1.59468 -4.66074 2.43153 0.377 0.210 -0.130
H -3.07867 2.36691 4.71707 0.013 -0.322 -0.189
H -3.82080 1.61943 3.27496 0.568 -0.137 0.408
H -2.06622 1.76242 3.38102 -0.027 0.141 0.007
H -3.84037 -0.23764 4.86147 0.669 0.186 0.012
H -2.30373 0.28653 5.60747 -0.124 -0.118 -0.081
H -1.87644 -1.76308 4.39791 -0.085 0.488 -0.544
H -1.02410 -0.43055 3.58385 -0.148 0.048 -0.078
H -4.37474 -2.69150 1.77727 0.044 -0.175 0.074
H -3.66094 -3.06250 3.34801 0.224 0.093 -0.547
H -2.41791 -3.82343 0.61892 -0.150 -0.110 0.312
H -3.59563 -4.82581 1.48613 0.469 0.049 0.153
H -0.77676 -3.91233 2.44559 -0.464 -0.303 0.085
H -1.16871 -5.57480 1.98747 -0.297 0.217 0.227
H -1.92854 -4.85091 3.45672 0.242 -0.162 -0.030
C 1.79533 -3.33131 -0.06497 0.289 0.288 -0.101
C 2.72690 -2.08921 0.09755 0.260 -0.770 0.461
C 4.20826 -2.53178 0.01409 0.296 0.000 0.465
C 2.40985 -1.68351 1.56195 -0.009 -0.081 -0.268
P 2.19926 -0.74613 -1.12635 -2.320 0.014 0.192
N 0.62217 -0.69211 -1.21266 2.094 0.112 0.100
C 2.82895 -1.20191 -2.86499 0.803 0.127 -0.509
C 4.35273 -0.95547 -3.14369 -0.395 -1.001 -0.543
C 2.50208 -2.68458 -3.16519 0.119 -0.239 0.202
C 1.98103 -0.41511 -3.89830 0.060 -0.631 0.136
C 2.84198 0.94503 -0.51209 0.182 0.476 -0.325
C 2.45268 2.00446 -1.56331 0.203 0.150 -0.685
C 2.05216 1.43418 0.72696 0.507 -0.612 0.123
C 4.36121 1.02330 -0.22010 0.046 -0.044 0.010
H 2.07741 -4.02091 0.74649 -0.187 0.061 -0.262
H 1.90423 -3.85589 -1.01484 -0.098 0.098 0.159
H 0.75795 -3.00158 0.07121 0.173 -0.194 -0.120
H 4.41633 -3.37290 0.71850 -0.338 0.489 -0.336
H 4.90352 -1.71668 0.31147 -0.405 -0.461 -0.343
H 4.49040 -2.89767 -0.97885 -0.071 0.146 0.172
H 2.54945 -2.58227 2.18813 -0.168 0.266 -0.195
H 1.36074 -1.34041 1.64017 0.516 -0.097 0.078
H 3.10772 -0.94817 1.94749 0.008 0.281 0.047
H 4.98227 -1.62542 -2.52103 -0.274 0.609 -0.266
H 4.66221 0.08427 -3.02775 -0.083 -0.101 0.051
H 4.54971 -1.25492 -4.21138 -0.144 0.325 0.852
H 3.15350 -3.37838 -2.58994 -0.546 0.355 -0.344
H 2.67019 -2.90288 -4.24288 -0.030 0.282 0.545
H 1.42913 -2.86597 -2.95120 0.634 -0.065 -0.021
H 2.12317 0.64303 -3.81668 0.068 0.585 -0.059
H 0.91547 -0.62133 -3.73562 0.295 0.022 -0.085
H 2.28918 -0.73813 -4.91101 -0.158 0.117 0.383
H 1.37018 1.92298 -1.79582 0.579 0.215 0.241
H 2.99542 1.88743 -2.51527 -0.034 0.022 0.310
H 2.70723 3.02267 -1.18183 -0.345 -0.683 -0.156
H 0.99244 1.57670 0.48195 0.248 -0.115 0.246
H 2.51186 2.38694 1.01926 -0.255 -0.001 -0.085
H 2.18705 0.75232 1.56934 -0.360 0.246 -0.076
H 4.98245 0.87878 -1.12612 -0.338 -0.094 0.539
H 4.67035 0.31337 0.56558 -0.108 0.162 -0.395
H 4.61306 2.02075 0.17859 -0.198 -0.174 -0.198
N -2.93154 -1.04418 -1.43032 -2.820 0.084 0.394
C -4.11545 -1.10326 -1.45671 2.901 0.072 -0.264
C -5.50063 -1.09328 -1.47929 -0.574 0.127 0.023
C -6.16866 -0.08271 -0.71673 -1.808 1.293 1.013
N -6.84608 0.68713 -0.13138 1.829 -1.802 -1.322
C -6.29776 -1.95648 -2.29792 -1.375 -0.940 -0.775
N -7.06113 -2.61184 -2.91134 1.857 1.354 1.269
O -1.72022 7.95838 -2.17673 -0.731 -0.771 -0.938
C -1.22715 7.44876 -1.01688 0.104 -0.785 -0.063
O -0.78597 8.19391 -0.18087 -0.154 0.120 -0.289
C -1.26359 5.95610 -0.84864 0.175 0.699 0.994
C -1.45175 5.03747 -1.87079 -0.194 0.207 -0.211
C -1.62702 3.69844 -1.59839 0.549 -0.103 0.509
C -1.50432 3.24386 -0.27086 -0.170 0.305 0.034
S -2.06221 1.70179 0.26039 -0.274 -0.525 0.406
C -1.12800 4.14887 0.74957 0.033 0.150 -0.246
C -1.08195 5.49823 0.48037 -0.047 0.041 -0.898
H -2.18265 7.26966 -2.73780 0.891 0.924 1.193
H -1.49424 5.33879 -2.91287 -0.035 0.165 0.010
H -1.81997 3.02144 -2.42176 -0.116 -0.172 0.251
H -0.90686 3.77133 1.75316 -0.350 0.083 -0.391
H -0.93885 6.23765 1.25676 0.165 -0.045 -0.013